<A>
ORCA calculation (ωB97M-V/def2-TZVPD) on a cluster of 2 separate species, C4H6N2O2 in total.

Summary:
E_HOMO in eV: -10.8
HOMO-LUMO gap in Ha: 0.3428

Positions of all 14 atoms, in Å:
1 N -0.64772 -1.49071 2.29579
2 C 0.13239 -1.23664 1.49277
3 C 1.22130 -1.06323 0.50404
4 O 1.50716 -1.78786 -0.40791
5 C 1.84184 0.31672 0.60131
6 N 2.38599 0.70317 -0.54995
7 O 1.70493 1.02495 1.58237
8 H 2.29400 0.16709 -1.46321
9 H 2.66868 1.69156 -0.65405
10 C -2.68501 0.33298 -0.76278
11 H -2.23228 -0.47240 -1.31794
12 H -2.96098 1.33414 -1.18550
13 H -1.80315 0.58559 -0.05170
14 H -3.42715 -0.10537 -0.08325

***

<B>
ORCA calculation (ωB97M-V/def2-TZVPD) on the molecule C4H6N2O2.

Summary:
E_HOMO in eV: -10.0
HOMO-LUMO gap in Ha: 0.3859

Positions of all 14 atoms, in Å:
1 O 3.13178 1.55200 -1.33540
2 N 2.17008 1.15943 -0.75684
3 O 1.23257 0.61908 -1.54817
4 C 0.06730 0.13943 -0.89667
5 C 0.31289 -0.90636 0.26330
6 C -0.98475 -0.72654 1.03016
7 C -1.35637 0.61175 0.65436
8 N -0.85783 1.15167 -0.34522
9 H -0.59518 -0.27725 -1.74146
10 H 0.71457 -1.80422 -0.20701
11 H 1.13828 -0.52414 1.03087
12 H -1.84913 -1.36158 0.56765
13 H -0.95296 -0.81255 2.17896
14 H -2.17125 1.17930 1.10548

***

<C>
ORCA calculation (ωB97M-V/def2-TZVPD) on the molecule C4H6N2O2.

Summary:
E_HOMO in eV: -9.1
HOMO-LUMO gap in Ha: 0.3255

Positions of all 14 atoms, in Å:
1 O -1.84514 -1.19324 -0.39451
2 C -0.88017 -0.61008 0.07905
3 C -0.71232 0.02210 1.42110
4 N 0.62453 0.24089 1.50701
5 C 1.41282 0.50787 0.13139
6 C 0.27603 -0.09266 -0.64870
7 N 0.31249 0.05292 -1.97304
8 O -0.75246 -0.82668 -2.40782
9 H -1.23160 -0.66280 2.27059
10 H -1.47835 1.03766 1.18759
11 H 0.89243 0.88525 2.16114
12 H 1.72429 1.62403 -0.10882
13 H 2.39299 -0.34421 0.26819
14 H -0.73554 -0.64104 -3.49316

***

<D>
ORCA calculation (ωB97M-V/def2-TZVPD) on the molecule C4H6N2O2.

Summary:
E_HOMO in eV: -9.1
HOMO-LUMO gap in Ha: 0.3070

Positions of all 14 atoms, in Å:
1 C 0.48104 -1.27072 -1.10618
2 C -0.15895 -0.31856 -0.14310
3 N -0.44528 0.95096 -0.32266
4 N -0.27693 1.44395 -1.57359
5 C -0.41505 -0.69467 1.26794
6 O -0.48720 -1.83819 1.67883
7 C -0.20594 0.51492 2.26688
8 O -0.17342 1.72961 2.23621
9 H 1.45632 -0.90897 -1.44199
10 H 0.62318 -2.27754 -0.70445
11 H -0.12924 -1.39343 -2.00473
12 H -0.82075 2.30068 -1.68857
13 H 0.70265 1.67996 -1.75187
14 H -0.15043 0.08200 3.28728

***

Which one is most stable, and which one is least stable? <A> is the most stable of them, while <C> is the least stable.

***

<A>
ORCA calculation (ωB97M-V/def2-TZVPD) on the molecule C4H6N2O2.

Summary:
E_HOMO in eV: -9.0
HOMO-LUMO gap in Ha: 0.3026

Positions of all 14 atoms, in Å:
1 C 0.92943 -0.67133 -1.31493
2 C 0.29941 -0.23464 -0.16799
3 C -1.18075 -0.09721 -0.02053
4 N -2.04891 0.41260 -0.80964
5 N -1.66777 1.22316 -1.83889
6 C 0.89088 -0.10888 1.08855
7 O 0.39267 -0.28094 2.27288
8 O 2.19478 -0.14893 1.08578
9 H 0.45895 -0.95414 -2.26275
10 H 1.93351 -1.21577 -1.65742
11 H -1.61916 -0.91460 0.69390
12 H -0.69577 1.00636 -2.41384
13 H -2.54407 1.27718 -2.29678
14 H 2.14981 -0.53809 2.09674

***

<B>
ORCA calculation (ωB97M-V/def2-TZVPD) on a structure of composition C4H6N2O2.

Summary:
E_HOMO in eV: -9.4
HOMO-LUMO gap in Ha: 0.3081

Positions of all 14 atoms, in Å:
1 C -0.61152 -1.50903 1.53616
2 C 0.30187 -0.01690 0.24154
3 C 1.61780 0.12387 -0.54936
4 C -1.90234 2.09476 -0.93176
5 H -0.48927 -2.83858 1.81428
6 H -1.73932 -1.05263 1.10264
7 H -0.52798 -0.99907 2.90633
8 H 1.75465 1.45644 -0.77045
9 H -2.60093 1.92625 -0.18731
10 H -2.13520 3.18687 -1.40250
11 N -0.88777 0.39631 -0.10522
12 N -0.89938 1.36013 -1.12704
13 O 0.55019 -1.15134 1.05812
14 O 2.17647 -1.11499 -0.63521

***

Which one is most stable, and which one is least stable? <A> is the most stable of them, while <B> is the least stable.

***

<A>
ORCA calculation (ωB97M-V/def2-TZVPD) on the molecule C4H6N2O2.

Summary:
E_HOMO in eV: -9.2
HOMO-LUMO gap in Ha: 0.3475

Positions of all 14 atoms, in Å:
1 C 2.01876 2.25966 1.42530
2 C 1.22714 1.22510 1.42019
3 C 0.61655 -0.10624 1.46651
4 N 0.02271 -0.57774 0.30683
5 O 0.97012 -0.57936 -0.68969
6 C -1.20404 -0.18265 -0.05476
7 N -1.97072 -0.39031 -1.07948
8 O -1.58329 -1.20891 -2.14820
9 H 2.51313 3.14834 1.21970
10 H -0.07678 -0.19756 2.34727
11 H 1.52380 -0.63959 1.59213
12 H 0.83101 0.32005 -1.27985
13 H -1.60802 0.67223 0.66385
14 H -0.59215 -1.39620 -1.97486

***

<B>
ORCA calculation (ωB97M-V/def2-TZVPD) on the molecule C4H6N2O2.

Summary:
E_HOMO in eV: -9.4
HOMO-LUMO gap in Ha: 0.3544

Positions of all 14 atoms, in Å:
1 O 0.18059 -1.48394 2.63356
2 C -0.56130 -1.59580 1.72535
3 O -1.74514 -2.27110 1.81385
4 C -0.54931 -0.99140 0.36326
5 N 0.38768 -0.21460 0.05644
6 N 0.22077 0.47166 -1.21157
7 C 1.47986 1.24715 -1.51559
8 C 0.20267 1.94888 -1.20619
9 H -1.85700 -2.63037 2.70109
10 H -1.28330 -1.41011 -0.25962
11 H 2.19328 1.23818 -0.61120
12 H 1.95681 1.02508 -2.48369
13 H -0.68389 2.21574 -1.83069
14 H 0.05826 2.45062 -0.17501

***

<C>
ORCA calculation (ωB97M-V/def2-TZVPD) on the molecule C4H6N2O2.

Summary:
E_HOMO (alpha / beta) in eV: -7.6 / -7.6
HOMO-LUMO gap (alpha / beta) in Ha: 0.2605 / 0.2604

Positions of all 14 atoms, in Å:
1 C 1.74186 -0.27490 -0.05690
2 C 1.04956 1.97412 0.01907
3 C 0.45198 -0.94334 0.32063
4 C -0.88336 -0.35195 -0.44173
5 N 1.75042 0.99467 -0.00773
6 N -1.07721 1.05162 -0.14639
7 O -2.13698 1.28033 0.38414
8 O -1.85746 -1.30926 -0.04954
9 H 2.69881 -0.75937 -0.25551
10 H 0.94368 2.57382 0.93483
11 H 0.35267 -1.99662 -0.12492
12 H 0.20932 -0.69931 1.38053
13 H -0.55933 -0.50259 -1.40521
14 H -2.68397 -1.03722 -0.55126

***

Which one is most stable, and which one is least stable? <B> is the most stable of them, while <A> is the least stable.

***

<A>
ORCA calculation (ωB97M-V/def2-TZVPD) on the molecule C4H6N2O2.

Summary:
E_HOMO in eV: -8.7
HOMO-LUMO gap in Ha: 0.3382

Positions of all 14 atoms, in Å:
1 O 2.19430 -1.29012 -0.79452
2 C 1.31240 -0.84210 0.21542
3 C -0.19843 -0.59225 0.22867
4 N -1.16951 0.02912 -0.65221
5 C -1.53236 1.18433 -0.09767
6 N -0.87282 1.89784 0.73191
7 O 0.42111 1.54137 1.06905
8 C 0.72057 0.51793 0.19767
9 H 1.66277 -2.05770 -1.29892
10 H 1.53390 -1.38588 1.20512
11 H -0.48312 -0.88863 1.23773
12 H -1.99670 -0.58679 -0.87285
13 H -2.55012 1.67028 -0.29947
14 H 0.95802 0.80259 -0.86994

***

<B>
ORCA calculation (ωB97M-V/def2-TZVPD) on the molecule C4H6N2O2.

Summary:
E_HOMO in eV: -7.6
HOMO-LUMO gap in Ha: 0.3006

Positions of all 14 atoms, in Å:
1 N 2.44143 0.18850 0.09274
2 C 1.02513 -0.21914 -0.07385
3 C 0.70657 -1.57718 -0.14836
4 O -0.58376 -1.49728 -0.16224
5 C -1.11052 -0.16188 0.13978
6 N -2.48489 0.13784 0.19376
7 C -0.05695 0.67718 0.12146
8 O 0.20770 2.12461 -0.22446
9 H 2.56723 1.02552 0.78745
10 H 2.92993 -0.70332 0.50923
11 H 1.09899 -2.58098 -0.17173
12 H -2.87664 0.36973 -0.87566
13 H -3.07474 -0.33873 0.82858
14 H -0.71743 2.61078 -0.22391

***

Which one is most stable, and which one is least stable? <B> is the most stable of them, while <A> is the least stable.